C22H48NO14P | ωB97M-V/def2-TZVPD

The geometry in XYZ format:
```
86
Properties=species:S:1:pos:R:3:forces:R:3
H 22.317509 -63.223445 7.240813 -10.9 3.7 -7.9
C 23.438841 -59.813818 9.260033 -3.3 0.6 2.3
H 19.144480 -61.192096 13.026621 0.6 -1.4 -0.2
H 24.352495 -64.725281 5.074362 -0.9 1.5 0.8
H 23.654601 -55.151316 11.270346 -1.5 1.1 1.8
H 18.532532 -60.033848 9.652096 0.4 0.3 -0.7
C 20.684340 -65.772316 11.224866 -1.0 -11.4 -5.2
H 19.765910 -65.519503 9.107321 1.2 -4.7 -8.8
H 18.436278 -66.570642 8.189718 0.8 1.5 0.0
H 23.677282 -59.720527 13.069644 0.2 0.0 -1.0
H 23.367112 -59.822431 11.177554 0.4 1.4 6.1
C 17.759745 -64.447238 6.463774 -1.6 -2.3 2.8
H 23.223886 -60.176951 10.423528 0.9 -1.7 -6.8
O 23.466381 -62.195831 11.719185 1.4 3.9 -1.9
O 24.002079 -64.080205 13.253318 2.5 -1.0 2.8
H 23.423783 -66.689797 13.825810 0.5 -0.6 1.2
O 25.550586 -63.338306 7.599798 -4.7 -0.9 -3.0
O 19.332317 -63.279732 7.985242 -2.8 -6.3 -2.2
C 16.030037 -62.501298 11.544363 -0.5 -0.9 -1.0
H 21.545882 -62.652498 10.197216 2.2 -1.2 -1.7
O 20.797954 -58.627019 12.602849 4.2 1.8 -0.7
O 22.807210 -57.437505 12.346390 -1.7 2.1 -0.3
H 19.621907 -65.062646 9.654033 -1.8 4.1 8.1
H 20.009576 -62.928343 12.893254 0.1 1.8 -0.9
H 21.314775 -56.188794 11.394147 0.9 -0.8 -0.2
H 22.167351 -54.177579 11.977994 -0.8 1.0 -1.3
H 16.643109 -64.485572 6.861971 2.2 -1.2 -1.0
H 18.818788 -59.605210 11.274790 1.1 -0.1 0.5
O 20.486208 -66.771494 12.278286 0.5 -2.0 1.3
H 20.272997 -61.544634 11.706337 -3.3 2.5 4.5
C 15.106600 -63.050900 12.683841 0.1 -3.5 -1.4
H 23.101669 -60.622122 8.663958 0.3 -0.9 -0.7
H 14.980267 -62.325519 13.474759 -0.8 0.1 -0.1
O 21.723291 -63.049440 13.175151 -3.2 0.6 2.0
C 24.290769 -63.647754 5.477419 5.8 -2.7 1.0
C 22.675929 -66.494613 13.114834 2.6 -5.0 -3.3
H 17.747189 -63.519645 6.155200 0.2 5.1 -1.9
C 21.470727 -67.264233 13.145415 -2.0 -3.5 1.8
C 22.023589 -56.250372 12.242524 -1.0 3.2 0.7
H 15.689191 -61.527705 11.148960 -0.3 -0.3 0.3
C 19.240794 -65.754143 8.112942 -0.1 -0.9 -6.8
H 21.144229 -61.539032 11.321397 3.6 -2.3 -2.7
H 20.400849 -57.776863 10.647419 -0.3 1.6 1.7
C 22.943173 -59.788818 12.238222 -1.5 1.9 2.2
H 19.855886 -57.896659 9.159590 -2.4 6.5 -10.5
H 23.635345 -62.990335 5.047982 -1.9 1.3 -1.1
O 22.551036 -57.678097 8.730329 -1.6 1.1 0.2
O 21.137482 -59.276030 9.731786 2.7 0.4 -1.9
O 22.598755 -64.406864 11.279211 0.0 1.0 -0.5
H 18.051864 -58.430099 10.379726 0.8 -1.3 -0.6
H 22.324272 -60.601436 12.627475 0.2 -0.3 -0.9
H 23.289975 -54.555119 13.028661 1.2 -0.5 1.2
H 18.171255 -65.035747 5.640770 -0.9 -0.7 0.3
C 22.050963 -58.524851 12.384100 -2.2 -4.2 1.2
C 24.432306 -63.496693 6.988412 0.8 1.0 2.7
H 22.933103 -64.495284 8.024011 -0.1 0.6 0.7
C 19.420154 -65.917524 10.341577 1.0 -0.1 6.7
H 20.357719 -63.070882 11.178912 1.9 0.3 -0.5
P 22.994038 -63.391636 12.448302 0.5 -3.1 -3.8
C 19.566768 -61.977392 12.305362 -5.5 1.8 6.9
C 18.904803 -59.220934 10.269309 -3.6 2.0 1.2
H 23.202631 -62.656453 8.641391 -0.6 -2.8 -2.0
C 22.320947 -58.761969 9.187868 1.3 -2.4 0.1
H 19.374111 -66.960209 9.863962 0.0 1.9 1.1
H 18.485843 -65.613968 10.858931 0.3 -0.5 -0.1
O 18.530833 -62.364102 10.195384 -3.3 0.2 2.0
H 14.231186 -63.647833 12.191247 0.6 2.3 0.8
H 21.613575 -66.027156 10.511831 -1.9 0.7 2.0
C 18.763789 -64.438060 7.597777 3.0 3.9 0.7
H 19.997967 -61.886070 10.157350 0.1 0.1 -1.7
H 21.267438 -56.019740 13.048875 1.1 -1.1 0.0
C 22.879029 -54.940599 12.135994 0.9 -2.9 -2.1
H 22.333354 -65.583288 13.212358 -0.6 5.0 -0.3
C 18.442647 -62.204303 11.434300 -1.0 -0.8 -1.9
H 15.447494 -64.034303 13.204115 0.7 1.9 -0.8
H 19.977028 -66.242473 7.398502 -0.6 0.9 0.2
H 25.372047 -63.353952 5.309585 -1.1 0.2 -1.0
O 17.294733 -62.263704 12.110519 -0.1 -0.2 0.6
H 24.352364 -59.320010 9.013581 0.7 -0.2 0.0
C 23.032254 -63.445013 7.693760 13.7 -1.9 9.9
H 16.086148 -63.169031 10.613747 0.1 0.6 1.5
H 23.184985 -66.796651 12.048287 -1.2 1.6 2.3
N 20.771238 -62.278845 10.656135 5.2 -0.9 -3.1
C 20.064758 -58.375637 9.876983 2.2 -7.9 8.9
H 20.791953 -64.968072 11.636158 1.3 9.0 4.1
O 21.245942 -68.274745 13.912140 -0.1 3.5 -3.2
```
Positions in Å, forces in eV/Å.

Summary:
Molar mass ... 581.59 g mol⁻¹
Energy above the lowest of the compared OMol25 structures with the same formula, charge and spin ... 321.3 kcal/mol
Total charge ... -2